The following is a quantum chemistry calculation of a molecular structure, C44H33BrN9O7STi, from OMol25.

Total charge: +1
Energy relative to the best compared isomer or geometry (same formula, charge and spin), kJ/mol: 0.0
E_LUMO, eV: -3.2
Gap between HOMO and LUMO, eV: 7.249
DFT total energy, a.u.: -6537.51838

Structure (XYZ):
```
96
Properties=species:S:1:pos:R:3:mulliken_charge:R:1
H 0.7355 -1.3174 3.9516 0.620
H 0.5703 0.9491 4.9263 0.652
H 4.3456 -2.7321 0.0807 0.571
H 3.0549 1.7789 6.3136 0.485
H -4.5030 4.1047 -0.5301 0.497
Br 6.3700 1.3571 2.5961 -0.145
C 2.8721 3.4204 3.3652 -0.127
C 2.2769 -0.2223 -0.9328 -0.960
O 7.1706 -0.1397 -0.3520 -0.580
C -3.9326 2.9509 -3.6403 -1.069
C -3.4824 -4.8989 4.2014 -1.543
C 0.1242 1.8931 3.0239 1.208
C 4.5738 0.5154 -0.7762 -0.281
C 0.4200 0.7941 3.8663 -0.645
C 2.4962 2.9627 4.6296 -0.040
C 3.2471 0.8027 -1.0739 1.708
H -0.8417 4.6792 0.4794 0.650
N 1.3307 3.4141 5.3594 -0.367
H -0.5885 5.2022 2.9175 0.437
C -2.6471 -1.7992 2.1704 -0.380
C 2.6917 -1.4872 -0.5112 -0.199
N 6.3713 -1.0267 -0.1166 1.062
H -2.2324 -0.8127 2.3179 0.729
H -4.3572 -5.2140 1.6498 0.415
H -4.2105 3.0669 -4.6804 0.443
N 0.2303 3.6257 4.8083 -0.560
C -0.0868 1.6070 1.6703 -0.153
H 5.1246 0.8986 5.2335 0.456
H -5.1904 4.5187 -2.9186 0.443
H 1.3714 -3.3630 -3.8248 0.452
H -1.7937 0.3053 -6.5595 0.415
H 1.6331 0.0844 -3.1591 0.713
C 4.4818 1.5942 4.7102 -0.696
H -2.1518 -5.5597 -2.7983 0.458
C -1.5291 -4.6749 -2.7503 -0.731
N -1.4889 -1.2667 -1.2597 0.937
C -1.0016 0.2376 -5.8248 -0.933
C -3.7254 -3.4021 0.7249 -0.488
O -4.0132 -1.0776 -1.2408 -0.835
S -2.8469 -1.0492 -0.4142 1.561
H -4.5295 -5.1101 4.4287 0.350
H 3.8439 2.8699 -1.4095 0.289
C -1.2597 0.6463 -4.5076 0.793
C -0.3076 -4.6372 -3.4029 -0.953
C 2.9905 2.1804 -1.5571 -0.693
H 5.3359 1.2794 -0.8814 0.595
N -0.0110 0.3539 1.1529 1.625
C -4.4780 3.7444 -2.6642 -0.527
C -4.0916 3.5252 -1.3460 -1.288
C 3.3333 2.0894 5.3121 -0.180
O 1.9967 2.5758 -2.1048 -0.406
H 2.2459 -0.5243 -5.4024 0.533
H 0.3416 -1.6229 1.5060 0.454
H -3.0089 -5.8491 3.9472 0.364
C 4.8159 2.0246 3.4375 0.074
C -0.5934 3.8960 1.1856 -0.324
C 0.4155 -3.4640 -3.3176 -0.254
H -2.4802 -2.3610 4.2258 0.382
H -2.8862 2.3495 -0.0737 0.583
C -0.0064 3.2453 3.4467 0.014
C -1.9564 -3.5700 -2.0420 -0.829
C -2.9917 1.9801 -3.2840 0.512
H 0.0632 -5.4845 -3.9639 0.450
H 2.2798 4.1634 2.8520 0.508
O 0.9639 -0.0767 -1.1357 2.075
H -2.9179 -3.5713 -1.5628 0.261
C -2.7965 -2.6712 3.2358 -1.064
C 4.9469 -0.7425 -0.3746 -1.016
C 4.0148 -1.7531 -0.2388 -0.807
C -0.4353 4.1908 2.5566 -0.680
C 0.2457 -0.2006 -6.1711 -0.601
H 4.3353 3.3179 1.7972 0.539
N -2.5907 1.7753 -2.0395 0.126
C 4.0344 2.9557 2.7722 -0.352
Ti -0.6675 0.5870 -1.2303 -1.324
H -4.1723 -3.6589 -0.2256 0.760
C 1.2296 -0.2246 -5.1866 -1.385
C -3.3664 -3.9290 3.0592 1.089
C 0.8837 0.1317 -3.9159 -0.970
H -3.0084 -4.5108 5.1018 0.360
C -3.8530 -4.2650 1.7940 -0.983
N -2.5110 1.1777 -4.3038 0.010
H -3.0440 1.2557 -5.1476 0.272
O -0.4864 2.2254 -0.5469 0.305
C 0.2868 -0.6364 1.9533 -0.749
C -3.1688 2.5489 -1.0890 -0.165
C -3.0735 -2.1860 0.9060 -0.306
C 0.5107 -0.4579 3.3315 -1.596
H 1.9376 -2.2589 -0.4291 0.608
C -1.1446 -2.4370 -1.9927 0.374
C -0.3844 2.6252 0.7369 0.000
O 6.6538 -2.1262 0.3202 -0.623
H 0.4591 -0.5073 -7.1880 0.456
O -2.4785 0.2334 0.2070 -0.686
N 0.0151 -2.3923 -2.6339 0.128
N -0.3481 0.5607 -3.5301 0.690
```

The following is a quantum chemistry calculation of a gas-phase ion, C3N2OS3 (charge -2), from OMol25.

Total charge: -2
Energy relative to the best compared isomer or geometry (same formula, charge and spin), kJ/mol: 124.9
E_LUMO, eV: 5.1
Structure (SMILES): O=C(N=C=S)N=C([S-])[S-]
Gap between HOMO and LUMO, eV: 4.972
DFT total energy, a.u.: -1493.64160

Structure (XYZ):
```
9
Properties=species:S:1:pos:R:3:mulliken_charge:R:1
C -1.9825 0.9003 -0.6142 0.170
S 1.8676 1.8521 -0.9646 -0.514
C -0.1108 -0.5974 0.1565 0.640
S 3.2113 0.4690 1.3698 -0.565
O -1.0166 -1.3182 0.4938 -0.602
N -0.8371 0.6388 -0.7901 -0.206
S -3.4263 1.6450 -0.3800 -0.518
C 1.9966 0.5649 0.1484 0.036
N 1.1358 -0.4701 0.2960 -0.442
```